(w)
{
  "formula": "C2H8NS",
  "method": "the ωB97M-V functional and the def2-TZVPD basis",
  "symbols": ["S", "H", "H", "C", "C", "N", "H", "H", "H", "H", "H", "H"],
  "coordinates": [[0.230, 1.079, -3.943], [1.301, 0.283, -3.839], [-0.391, 0.466, -2.935], [0.189, 0.237, 0.924], [-0.824, 0.147, 0.092], [0.235, -0.650, 2.123], [0.989, 0.959, 0.906], [-0.833, 0.673, -0.852], [-1.635, -0.549, 0.263], [-0.687, -1.043, 2.328], [0.872, -1.439, 1.965], [0.555, -0.166, 2.967]],
  "nbo_charge": [-0.24, 0.15, 0.10, -0.08, -0.31, -0.69, 0.25, 0.25, 0.22, 0.45, 0.45, 0.45],
  "molar_mass_g_mol": 78.16,
  "total_charge": 1,
  "spin_multiplicity": 1
}

=====

(x)
{
  "formula": "C2H8NS",
  "method": "the ωB97M-V functional and the def2-TZVPD basis",
  "symbols": ["N", "C", "C", "S", "H", "H", "H", "H", "H", "H", "H", "H"],
  "coordinates": [[2.118, 0.436, 0.952], [0.733, 0.864, 0.359], [0.023, -0.397, -0.027], [-1.693, -0.455, -0.653], [2.283, -0.488, 0.553], [2.719, 1.070, 0.433], [2.227, 0.465, 1.963], [0.977, 1.490, -0.498], [0.163, 1.483, 1.038], [0.630, -1.051, -0.659], [-0.224, -1.072, 0.811], [-1.534, -0.001, -1.896]],
  "nbo_charge": [-0.68, -0.22, -0.59, 0.06, 0.44, 0.45, 0.46, 0.23, 0.25, 0.22, 0.25, 0.13],
  "molar_mass_g_mol": 78.16,
  "smiles": "[NH3+]CCS",
  "total_charge": 1,
  "spin_multiplicity": 1
}

=====

Name the least stable of them. (w).

=====

(w)
{
  "formula": "CH6N4O2",
  "method": "the ωB97M-V functional and the def2-TZVPD basis",
  "symbols": ["N", "C", "N", "N", "O", "N", "O", "H", "H", "H", "H", "H", "H"],
  "coordinates": [[1.341, -1.067, 0.493], [0.199, 0.286, 0.118], [0.812, 1.545, -0.109], [-0.479, -0.099, -1.122], [-1.903, -0.230, -0.704], [-1.881, -0.464, 0.651], [-0.779, 0.266, 1.115], [0.681, -1.811, 0.504], [1.897, -1.054, -0.360], [0.612, 2.050, 0.723], [1.747, 1.369, -0.436], [-0.693, 0.545, -1.855], [-1.555, -1.335, 0.981]],
  "nbo_charge": [-0.87, 0.64, -0.86, -0.40, -0.25, -0.03, -0.40, 0.34, 0.34, 0.40, 0.39, 0.38, 0.32],
  "molar_mass_g_mol": 106.08,
  "smiles": "NC1(N)NONO1",
  "total_charge": 0,
  "spin_multiplicity": 1
}

=====

(x)
{
  "formula": "CH6N4O2",
  "method": "the ωB97M-V functional and the def2-TZVPD basis",
  "symbols": ["N", "N", "C", "N", "O", "N", "O", "H", "H", "H", "H", "H", "H"],
  "coordinates": [[2.505, -0.186, 0.038], [1.289, -0.481, 0.731], [0.247, 0.433, 0.289], [-1.468, 0.206, 0.327], [-2.393, 0.831, 0.914], [-1.616, -0.456, -0.744], [-2.911, -0.193, -1.276], [2.879, -0.798, -0.740], [3.356, -0.328, 0.583], [0.854, -1.336, 0.467], [0.279, 1.445, 0.650], [0.385, 0.583, -0.709], [-3.405, 0.280, -0.530]],
  "nbo_charge": [-0.69, -0.47, -0.03, 0.25, -0.49, 0.05, -0.55, 0.35, 0.36, 0.35, 0.20, 0.18, 0.49],
  "molar_mass_g_mol": 106.08,
  "smiles": "NNC/[N+]([O-])=N/O",
  "total_charge": 0,
  "spin_multiplicity": 1
}

=====

Name the least stable of them. (x).

=====

(w)
{
  "formula": "C2H8AlN4O2",
  "method": "the ωB97M-V functional and the def2-TZVPD basis",
  "symbols": ["Al", "C", "O", "N", "N", "H", "H", "H", "H", "C", "O", "N", "N", "H", "H", "H", "H"],
  "coordinates": [[14.045, 22.645, -23.067], [15.446, 20.146, -22.616], [14.809, 20.954, -23.272], [16.306, 20.417, -21.694], [15.286, 18.873, -22.604], [16.779, 19.690, -21.176], [16.473, 21.393, -21.494], [14.711, 18.479, -23.335], [16.017, 18.339, -22.156], [15.034, 25.308, -23.790], [15.243, 24.090, -23.530], [15.967, 26.231, -23.767], [13.876, 25.818, -23.993], [15.558, 27.149, -23.873], [16.937, 26.058, -23.992], [13.165, 25.102, -24.010], [13.684, 26.762, -24.298]],
  "nbo_charge": [2.33, 0.77, -0.85, -0.72, -0.66, 0.46, 0.41, 0.45, 0.45, 0.78, -0.79, -0.68, -0.70, 0.44, 0.47, 0.38, 0.48],
  "molar_mass_g_mol": 147.09,
  "total_charge": 3,
  "spin_multiplicity": 1
}

=====

(x)
{
  "formula": "C2H8AlN4O2",
  "method": "the ωB97M-V functional and the def2-TZVPD basis",
  "symbols": ["Al", "C", "O", "N", "N", "H", "H", "H", "H", "C", "O", "N", "N", "H", "H", "H", "H"],
  "coordinates": [[18.768, 5.062, -20.663], [18.740, 1.203, -21.559], [18.367, 2.206, -20.929], [17.862, 0.220, -21.916], [20.025, 0.943, -21.926], [18.127, -0.765, -21.848], [16.848, 0.325, -21.803], [20.673, 1.616, -21.524], [20.318, 0.088, -22.389], [19.929, 6.771, -17.007], [19.747, 6.317, -18.157], [20.464, 6.100, -15.960], [19.741, 8.117, -16.795], [20.690, 6.589, -15.102], [20.766, 5.155, -16.175], [19.082, 8.558, -17.446], [19.572, 8.449, -15.841]],
  "nbo_charge": [1.18, 0.74, -0.49, -0.51, -0.62, 0.46, 0.47, 0.44, 0.47, 0.73, -0.53, -0.61, -0.51, 0.46, 0.45, 0.45, 0.44],
  "molar_mass_g_mol": 147.09,
  "total_charge": 3,
  "spin_multiplicity": 1
}

=====

Name the least stable of them. (x).

=====

(w)
{
  "formula": "C3H8NO2S",
  "method": "the ωB97M-V functional and the def2-TZVPD basis",
  "symbols": ["C", "C", "S", "C", "N", "O", "H", "H", "H", "H", "H", "H", "H", "H", "O"],
  "coordinates": [[0.620, 0.558, -0.537], [0.470, -0.587, 0.451], [3.192, -1.378, -1.504], [0.070, 0.890, 0.969], [-1.410, 1.067, 0.730], [0.632, 1.310, 1.993], [1.561, 0.862, -1.041], [-0.255, 0.618, -1.143], [1.333, -1.216, 0.657], [-0.445, -1.105, 0.377], [3.362, -0.704, -0.373], [-2.898, -1.589, -1.174], [-1.897, 1.926, 0.979], [-1.930, 0.284, 0.311], [-2.406, -0.938, -0.692]],
  "nbo_charge": [-0.31, -0.30, -0.86, 0.51, -0.77, -0.48, 0.29, 0.27, 0.28, 0.30, 0.07, 0.44, 0.39, 0.48, -1.30],
  "molar_mass_g_mol": 122.17,
  "total_charge": -1,
  "spin_multiplicity": 1
}

=====

(x)
{
  "formula": "C3H8NO2S",
  "method": "the ωB97M-V functional and the def2-TZVPD basis",
  "symbols": ["C", "C", "S", "C", "N", "O", "H", "H", "H", "H", "H", "H", "H", "H", "O"],
  "coordinates": [[1.133, 0.278, 0.929], [-0.069, 1.306, 1.045], [-0.350, 2.213, -0.587], [0.828, -1.213, 0.855], [-0.264, -1.767, 0.184], [1.744, -1.873, 1.355], [1.951, 0.422, 1.886], [1.897, 0.521, 0.108], [0.065, 2.083, 1.813], [-1.000, 0.676, 1.176], [-0.291, -2.659, -0.077], [-0.951, -1.164, -0.272], [-1.243, 0.503, -3.448], [-1.612, 0.692, -2.144], [-1.836, -0.019, -2.821]],
  "nbo_charge": [-0.50, -0.52, -0.75, 0.67, -0.83, -0.66, 0.21, 0.25, 0.20, 0.18, 0.38, 0.41, 0.46, 0.50, -0.99],
  "molar_mass_g_mol": 122.17,
  "total_charge": -1,
  "spin_multiplicity": 1
}

=====

(y)
{
  "formula": "C3H8NO2S",
  "method": "the ωB97M-V functional and the def2-TZVPD basis",
  "symbols": ["O", "C", "N", "C", "C", "S", "H", "H", "H", "H", "H", "H", "H", "H", "O"],
  "coordinates": [[2.756, 1.022, -0.630], [1.759, 1.129, 0.100], [0.503, 1.133, -0.348], [-0.648, 0.995, 0.545], [-1.508, -0.167, 0.141], [-2.332, 0.073, -1.473], [1.943, 1.038, 1.204], [0.272, 1.262, -1.324], [-1.162, 1.935, 0.750], [-0.364, 0.894, 1.575], [-2.427, -0.259, 0.728], [-1.154, -1.166, 0.242], [1.438, -2.997, -0.790], [0.307, -1.981, -0.463], [0.618, -2.913, -0.257]],
  "nbo_charge": [-0.67, 0.51, -0.61, -0.24, -0.56, -0.73, 0.10, 0.43, 0.19, 0.18, 0.21, 0.18, 0.46, 0.49, -0.96],
  "molar_mass_g_mol": 122.17,
  "total_charge": -1,
  "spin_multiplicity": 1
}

=====

(z)
{
  "formula": "C3H8NO2S",
  "method": "the ωB97M-V functional and the def2-TZVPD basis",
  "symbols": ["O", "C", "N", "C", "C", "S", "H", "H", "H", "H", "H", "H", "H", "H", "O"],
  "coordinates": [[-2.740, -0.490, 0.469], [-1.693, -0.899, -0.116], [-0.955, 0.002, -0.784], [0.394, -0.381, -1.412], [1.583, -0.337, -0.554], [2.179, 1.424, -0.188], [-1.410, -1.935, -0.048], [-1.117, 1.061, -0.613], [0.496, 0.408, -2.308], [0.029, -1.309, -1.933], [2.542, -0.870, -0.837], [1.497, -0.821, 0.518], [-1.008, 1.311, 2.614], [0.420, 1.276, 2.323], [-0.215, 1.560, 2.869]],
  "nbo_charge": [-0.69, 0.50, -0.61, -0.25, -0.58, -0.73, 0.13, 0.43, 0.21, 0.18, 0.22, 0.19, 0.46, 0.48, -0.94],
  "molar_mass_g_mol": 122.17,
  "total_charge": -1,
  "spin_multiplicity": 1
}

=====

Name the least stable of them. (w).